1.
Molecular formula: C41H66AsN5O6PPtSSi2
Method: DFT, ωB97M-V/def2-TZVPD

Each line ends with the Löwdin charge.
Geometry (Å):
Pt 0.216 -0.405 0.692  0.605
C 0.374 -0.695 4.397  -0.207
Si 0.390 -1.698 2.735  0.558
C -0.699 -3.246 3.183  -0.202
C 2.168 -2.384 2.458  -0.311
C 2.732 -3.178 3.454  -0.141
C 3.989 -3.725 3.336  -0.118
C 4.730 -3.490 2.171  -0.114
C 4.186 -2.715 1.166  -0.145
C 2.922 -2.150 1.282  -0.303
Si 2.308 -1.096 -0.266  0.515
C 3.804 0.102 -0.621  -0.223
C 2.495 -2.355 -1.736  -0.237
H 0.720 -1.302 5.230  0.010
H -0.637 -0.367 4.621  0.003
H 1.003 0.187 4.335  0.005
H -0.612 -3.476 4.241  0.012
H -0.392 -4.125 2.624  0.013
H -1.748 -3.070 2.972  -0.010
H 2.155 -3.374 4.348  0.087
H 4.404 -4.337 4.127  0.086
H 5.720 -3.912 2.059  0.085
H 4.770 -2.556 0.269  0.077
H 4.751 -0.432 -0.608  0.005
H 3.850 0.869 0.146  -0.012
H 3.712 0.588 -1.589  0.006
H 3.533 -2.637 -1.897  0.008
H 2.108 -1.936 -2.660  -0.007
H 1.935 -3.259 -1.511  0.003
O 1.283 1.816 1.032  -0.344
P 0.948 3.246 0.878  0.602
N -0.013 3.654 -0.410  -0.128
C -0.091 5.028 -0.868  -0.210
C 0.070 4.944 -2.387  -0.160
C -0.533 3.586 -2.730  -0.102
C -0.274 2.697 -1.493  -0.302
N 2.379 4.163 0.672  -0.191
C 3.057 3.899 -0.596  -0.217
C 4.444 4.478 -0.365  -0.170
C 4.745 3.968 1.041  -0.166
C 3.377 4.016 1.735  -0.210
N 0.220 4.017 2.181  -0.164
C -1.245 4.135 2.185  -0.211
C -1.607 4.223 3.662  -0.169
C -0.600 3.262 4.281  -0.166
C 0.670 3.599 3.507  -0.216
H 0.684 5.621 -0.379  0.110
H -1.066 5.464 -0.620  0.094
H 1.125 4.968 -2.663  0.089
H -0.435 5.759 -2.904  0.107
H -0.086 3.153 -3.622  0.114
H -1.610 3.674 -2.881  0.104
H 0.619 2.074 -1.644  0.149
H -1.075 0.799 -1.373  0.064
H 2.527 4.392 -1.407  0.088
H 3.118 2.826 -0.814  0.098
H 4.386 5.568 -0.371  0.110
H 5.169 4.149 -1.107  0.107
H 5.491 4.568 1.561  0.102
H 5.101 2.938 0.987  0.105
H 3.292 4.878 2.405  0.109
H 3.216 3.105 2.318  0.100
H -1.708 3.253 1.734  0.090
H -1.545 5.029 1.636  0.100
H -2.640 3.942 3.852  0.107
H -1.442 5.237 4.035  0.107
H -0.892 2.236 4.061  0.099
H -0.479 3.386 5.357  0.109
H 1.344 2.741 3.444  0.096
H 1.202 4.437 3.979  0.110
N -1.325 1.774 -1.208  0.081
C -2.676 2.014 -1.211  -0.246
C -3.536 0.929 -1.434  -0.043
C -4.911 1.084 -1.432  -0.105
C -5.471 2.339 -1.228  -0.124
C -4.637 3.416 -0.989  -0.095
C -3.257 3.262 -0.969  -0.028
H -3.098 -0.051 -1.569  0.075
H -5.547 0.220 -1.577  0.083
H -6.544 2.467 -1.247  0.087
H -5.059 4.398 -0.807  0.097
H -2.635 4.110 -0.740  0.084
C -2.078 -3.224 -1.208  -0.196
As -1.364 -2.133 -2.638  0.990
C -2.795 -1.675 -3.903  -0.199
C -0.306 -3.393 -3.714  -0.214
O -0.492 -0.822 -2.255  -0.529
H -2.226 -4.242 -1.563  0.032
H -3.025 -2.814 -0.863  0.009
H -1.371 -3.194 -0.377  0.032
H -3.225 -2.592 -4.299  0.013
H -2.361 -1.090 -4.716  0.040
H -3.572 -1.085 -3.424  0.009
H -0.965 -4.115 -4.193  0.023
H 0.397 -3.916 -3.071  0.015
H 0.255 -2.841 -4.468  0.035
C -6.145 -3.677 -3.233  -0.044
C -6.154 -3.332 -1.774  -0.244
C -5.416 -4.096 -0.844  -0.053
C -5.457 -3.816 0.495  -0.050
C -6.248 -2.753 0.966  -0.279
C -6.968 -1.961 0.048  -0.051
C -6.917 -2.252 -1.289  -0.051
S -6.416 -2.457 2.677  0.644
O -5.822 -3.535 3.424  -0.289
O -7.774 -2.082 3.004  -0.314
N -5.520 -1.067 3.057  -0.120
C -4.143 -1.075 2.606  -0.240
C -3.794 0.175 1.803  -0.074
C -2.377 0.080 1.241  -0.730
O -1.542 0.950 1.550  -0.098
O -2.090 -0.910 0.527  -0.151
H -5.852 -4.716 -3.379  0.079
H -5.448 -3.046 -3.792  0.062
H -7.133 -3.530 -3.670  0.081
H -4.823 -4.928 -1.203  0.112
H -4.915 -4.403 1.221  0.118
H -7.572 -1.152 0.433  0.118
H -7.486 -1.658 -1.995  0.116
H -6.041 -0.254 2.765  0.096
H -3.979 -1.962 1.984  0.098
H -3.490 -1.154 3.483  0.126
H -3.864 1.065 2.432  0.121
H -4.486 0.272 0.964  0.098

The calculation puts the energy above the lowest of the compared OMol25 structures with the same formula, charge and spin at 2.9049 eV. As for the net charge: -1. The calculation puts the orbital gap (spin up / spin down) at 5.298 / 5.296 eV.

***

2.
Molecular formula: C34H31N2O5P2Ti
Method: DFT, ωB97M-V/def2-TZVPD

Each line ends with the Löwdin charge.
Geometry (Å):
Ti 0.644 0.504 -0.934  0.753
N -0.893 -0.198 0.463  -0.453
P 0.361 -0.028 1.724  1.015
C -0.350 -0.887 3.144  -0.374
C 0.459 -1.839 3.764  -0.102
C 0.015 -2.506 4.905  -0.068
C -1.241 -2.226 5.421  -0.063
C -2.062 -1.285 4.797  -0.063
C -1.618 -0.617 3.668  -0.087
C 0.203 1.723 2.174  -0.381
C -1.000 2.406 2.324  -0.103
C -1.006 3.745 2.682  -0.068
C 0.198 4.412 2.905  -0.065
C 1.403 3.739 2.761  -0.063
C 1.404 2.399 2.387  -0.095
P -0.659 -1.733 -0.386  1.010
C -1.549 -2.923 0.650  -0.391
C -2.909 -2.755 0.920  -0.091
C -3.569 -3.665 1.729  -0.060
C -2.878 -4.754 2.264  -0.060
C -1.532 -4.932 1.991  -0.065
C -0.863 -4.013 1.183  -0.093
C -1.871 -1.546 -1.744  -0.380
C -2.300 -0.312 -2.216  -0.109
C -3.132 -0.225 -3.328  -0.061
C -3.530 -1.378 -3.985  -0.064
C -3.096 -2.620 -3.525  -0.058
C -2.267 -2.704 -2.415  -0.085
H -1.839 0.055 0.705  0.068
H 1.440 -2.063 3.357  0.103
H 0.652 -3.241 5.385  0.111
H -1.587 -2.735 6.315  0.112
H -3.046 -1.068 5.200  0.112
H -2.274 0.111 3.200  0.092
H -1.949 1.910 2.145  0.095
H -1.948 4.267 2.796  0.112
H 0.192 5.456 3.195  0.111
H 2.340 4.253 2.934  0.111
H 2.345 1.878 2.247  0.106
H -3.460 -1.927 0.484  0.112
H -4.626 -3.537 1.935  0.112
H -3.402 -5.469 2.891  0.113
H -0.999 -5.783 2.402  0.112
H 0.192 -4.148 0.972  0.107
H -2.002 0.604 -1.730  0.073
H -3.465 0.745 -3.680  0.112
H -4.174 -1.313 -4.857  0.112
H -3.406 -3.526 -4.034  0.113
H -1.946 -3.681 -2.065  0.113
O 0.678 0.401 -2.737  -0.182
C 1.706 0.383 -3.542  -0.109
C 3.047 0.422 -3.054  -0.131
C 4.094 0.387 -3.998  0.053
C 5.381 0.412 -3.577  -0.130
C 5.729 0.472 -2.228  0.016
C 4.725 0.496 -1.295  0.014
C 3.389 0.465 -1.689  -0.259
O 2.420 0.457 -0.726  -0.204
N 6.470 0.365 -4.604  -0.346
O 7.612 0.323 -4.199  0.089
O 6.139 0.282 -5.768  0.084
H 1.508 0.320 -4.601  0.132
H 3.879 0.340 -5.058  0.135
H 6.771 0.497 -1.945  0.125
H 4.950 0.535 -0.237  0.128
C -1.538 4.058 -1.198  -0.021
O -1.009 2.763 -0.831  -0.144
C 0.254 2.435 -1.035  -0.281
C 1.168 3.453 -1.607  -0.035
H -1.362 4.262 -2.252  0.104
H -1.090 4.830 -0.580  0.095
H -2.601 4.004 -1.001  0.098
H 0.848 4.484 -1.485  0.080
H 1.269 3.250 -2.683  0.109
H 2.163 3.331 -1.187  0.092

The calculation puts the energy above the lowest of the compared OMol25 structures with the same formula, charge and spin at 0.4839 eV. As for the net charge: +1. The calculation puts the orbital gap (spin up / spin down) at 5.906 / 6.897 eV.

***

The highest net charge belongs to which entry? C34H31N2O5P2Ti